Record 1
The following is a quantum chemistry calculation of C5H8O2 in the gas phase, from the Open Molecules 2025 dataset.

Summary:
- relative energy (zero: lowest compared OMol25 entry of this formula, charge and spin) (eV) = 5.7626
- HOMO level (alpha / beta) (eV) = -7.7 / -7.7
- gap between HOMO and LUMO (alpha / beta) (eV) = 8.02 / 8.02
- E (Ha) = -345.593187

Element x y z (Å)
C 1.501 -0.830 0.859
C 0.210 0.636 -0.070
C -0.792 1.598 0.499
C -0.278 -0.032 -1.354
C -0.714 -1.239 -0.561
O -1.263 -2.275 -0.770
O -0.253 -0.809 0.686
H 1.884 -1.232 -0.075
H 2.050 0.040 1.190
H 1.412 -1.592 1.636
H -1.836 1.281 0.307
H -0.674 1.710 1.581
H -0.648 2.585 0.044
H -1.097 0.461 -1.892
H 0.500 -0.301 -2.079

=====

Record 2
The following is a quantum chemistry calculation of a molecular structure, C5H8O2, from the Open Molecules 2025 dataset.

Summary:
- relative energy (zero: lowest compared OMol25 entry of this formula, charge and spin) (eV) = 3.6299
- HOMO level (eV) = -8.9
- gap between HOMO and LUMO (eV) = 9.59
- E (Ha) = -345.671560

Element x y z (Å)
O -1.011 1.976 1.567
C 0.139 1.278 1.125
C -0.216 0.009 0.413
C -0.314 -0.253 -1.468
C 0.450 -1.519 -1.132
C 0.727 -1.098 0.300
O 1.615 -1.451 1.050
H -0.717 2.819 1.937
H 0.788 0.987 1.970
H 0.751 1.910 0.463
H -1.138 -0.042 -0.209
H -1.291 -0.425 -1.966
H 0.198 0.568 -1.949
H 1.360 -1.624 -1.720
H -0.131 -2.441 -1.180

=====

Record 3
The following is a quantum chemistry calculation of C5H8O2 in the gas phase, from the Open Molecules 2025 dataset.

Summary:
- relative energy (zero: lowest compared OMol25 entry of this formula, charge and spin) (eV) = 4.0912
- HOMO level (eV) = -8.9
- gap between HOMO and LUMO (eV) = 9.61
- E (Ha) = -345.654609

Element x y z (Å)
O 2.540 0.754 0.664
C 1.422 0.446 -0.119
C 0.481 -0.517 0.524
O -0.079 0.095 1.719
C -1.367 -0.071 1.367
C -1.558 -0.034 -1.050
C -0.939 -0.765 0.063
H 2.181 1.112 1.492
H 0.878 1.367 -0.404
H 1.815 0.003 -1.047
H 1.037 -1.419 0.816
H -1.518 1.120 -0.776
H -1.020 -0.124 -2.002
H -2.636 -0.154 -1.257
H -1.238 -1.813 0.011

=====

Record 4
The following is a quantum chemistry calculation of C5H8O2 in the gas phase, from the Open Molecules 2025 dataset.

Summary:
- relative energy (zero: lowest compared OMol25 entry of this formula, charge and spin) (eV) = 1.9540
- SMILES string = O=C=CCCCO
- HOMO level (eV) = -9.0
- gap between HOMO and LUMO (eV) = 9.68
- E (Ha) = -345.733150

Element x y z (Å)
O -1.624 0.741 2.076
C -0.392 0.947 1.434
C 0.036 -0.078 0.416
C -0.539 -0.257 -0.997
C 0.663 -0.787 -1.770
C 1.802 -0.929 -1.113
O 2.794 -1.045 -0.503
H -2.308 0.827 1.404
H 0.378 0.896 2.213
H -0.310 1.944 0.970
H 0.105 -1.073 0.874
H -1.357 -0.991 -1.041
H -0.937 0.681 -1.413
H 1.041 0.307 0.227
H 0.647 -1.183 -2.776

=====

Record 5
The following is a quantum chemistry calculation of C5H8O2 in the gas phase, from the Open Molecules 2025 dataset.

Summary:
- relative energy (zero: lowest compared OMol25 entry of this formula, charge and spin) (eV) = 0.8190
- SMILES string = CCCC(=O)C=O
- HOMO level (eV) = -9.9
- gap between HOMO and LUMO (eV) = 9.41
- E (Ha) = -345.774861

Element x y z (Å)
C 2.312 0.089 -0.123
C 0.928 0.656 -0.426
C -0.180 -0.379 -0.241
C -1.492 0.207 0.212
O -1.670 1.355 0.558
C -2.696 -0.743 0.273
O -2.644 -1.893 -0.085
H 2.382 -0.219 0.927
H 3.093 0.835 -0.302
H 2.534 -0.787 -0.743
H 0.897 1.043 -1.452
H 0.725 1.512 0.226
H -0.363 -0.971 -1.146
H 0.096 -1.126 0.520
H -3.613 -0.267 0.676

=====

Record 6
The following is a quantum chemistry calculation of C5H8O2 in the gas phase, from the Open Molecules 2025 dataset.

Summary:
- relative energy (zero: lowest compared OMol25 entry of this formula, charge and spin) (eV) = 3.3838
- HOMO level (eV) = -8.9
- gap between HOMO and LUMO (eV) = 8.88
- E (Ha) = -345.680606

Element x y z (Å)
C -2.222 0.097 -0.848
C -1.138 -0.443 0.074
C 0.242 0.101 -0.251
C 1.298 -0.446 0.667
O 1.113 -1.211 1.598
C 2.687 -0.141 0.339
O 3.019 1.134 0.339
H -2.294 1.189 -0.785
H -3.196 -0.321 -0.576
H -2.020 -0.165 -1.893
H -1.098 -1.537 0.017
H -1.366 -0.208 1.119
H 0.534 -0.116 -1.290
H 0.296 1.198 -0.163
H 3.930 0.848 0.156

=====

Record 7
The following is a quantum chemistry calculation of a molecular structure, C5H8O2, from the Open Molecules 2025 dataset.

Summary:
- relative energy (zero: lowest compared OMol25 entry of this formula, charge and spin) (eV) = 3.4871
- HOMO level (eV) = -9.6
- gap between HOMO and LUMO (eV) = 10.63
- E (Ha) = -345.676809

Element x y z (Å)
O 2.205 -0.871 -0.341
C 1.074 -0.413 0.369
C 0.628 1.014 -0.075
C -0.758 0.649 -0.614
C -1.422 -0.011 0.558
C -0.261 -1.099 0.055
O -0.538 -0.639 -1.277
H 1.960 -0.937 -1.275
H 1.334 -0.502 1.423
H 0.575 1.719 0.761
H 1.279 1.418 -0.851
H -1.300 1.354 -1.231
H -1.409 0.422 1.566
H -2.433 -0.396 0.326
H -0.935 -1.707 0.609

=====

Record 8
The following is a quantum chemistry calculation of a molecular structure, C5H8O2, from the Open Molecules 2025 dataset.

Summary:
- relative energy (zero: lowest compared OMol25 entry of this formula, charge and spin) (eV) = 3.1553
- HOMO level (eV) = -9.1
- gap between HOMO and LUMO (eV) = 9.64
- E (Ha) = -345.689003

Element x y z (Å)
C -0.904 1.343 -0.479
C -0.159 0.123 0.093
C -1.058 -0.866 0.774
C 1.319 -0.704 -0.906
C 1.964 -0.076 0.228
O 3.074 -0.135 0.678
O 0.926 0.617 0.834
H -0.248 1.998 -1.061
H -1.798 1.108 -1.065
H -1.232 1.926 0.397
H -0.500 -1.750 1.080
H -1.474 -0.374 1.660
H -1.896 -1.160 0.129
H 1.456 -1.778 -1.041
H 0.407 -0.226 -1.306

=====

Record 9
The following is a quantum chemistry calculation of C5H8O2 in the gas phase, from the Open Molecules 2025 dataset.

Summary:
- relative energy (zero: lowest compared OMol25 entry of this formula, charge and spin) (eV) = 1.6526
- SMILES string = O=CCC1(O)CC1
- HOMO level (eV) = -9.8
- gap between HOMO and LUMO (eV) = 10.75
- E (Ha) = -345.744225

Element x y z (Å)
O -0.404 -1.465 -1.430
C -0.199 -0.453 -0.485
C 1.157 -0.599 0.190
C 1.330 0.421 1.297
O 1.515 1.599 1.081
C -1.357 0.003 0.349
C -0.775 0.908 -0.710
H -0.693 -1.050 -2.252
H 1.240 -1.618 0.597
H 1.956 -0.435 -0.543
H 1.252 0.056 2.342
H -1.157 0.252 1.389
H -2.319 -0.463 0.167
H -1.362 1.084 -1.609
H -0.185 1.760 -0.382

=====

Record 10
The following is a quantum chemistry calculation of 2 unconnected molecules or ions with the total composition C5H8O2, from the Open Molecules 2025 dataset.

Summary:
- relative energy (zero: lowest compared OMol25 entry of this formula, charge and spin) (eV) = 2.8461
- SMILES string = C=CC(=O)O.C=C
- HOMO level (eV) = -9.9
- gap between HOMO and LUMO (eV) = 10.23
- E (Ha) = -345.700366

Element x y z (Å)
C -1.276 1.909 1.246
C -2.097 1.495 0.245
C 1.043 -0.464 0.199
C 1.047 -1.411 -0.955
C 1.896 -2.431 -0.996
O 0.434 0.698 -0.033
O 1.656 -0.664 1.225
H -1.032 1.276 2.087
H -0.685 2.808 1.159
H 0.413 -1.161 -1.798
H -2.838 0.731 0.443
H -2.370 2.180 -0.547
H -0.705 0.750 -0.272
H 1.956 -3.101 -1.841
H 2.559 -2.616 -0.162

=====

Record 11
The following is a quantum chemistry calculation of C5H8O2 in the gas phase, from the Open Molecules 2025 dataset.

Summary:
- relative energy (zero: lowest compared OMol25 entry of this formula, charge and spin) (eV) = 2.2291
- SMILES string = C=C(O)/C(C)=C/O
- HOMO level (eV) = -8.2
- gap between HOMO and LUMO (eV) = 8.82
- E (Ha) = -345.723038

Element x y z (Å)
C -0.516 0.565 1.573
C -0.192 0.676 -0.968
C 0.109 0.069 0.296
C 0.784 -1.120 0.197
C 0.039 -0.024 -2.110
O -0.523 2.011 -1.051
O 0.881 -1.995 1.245
H -0.428 2.423 -0.181
H 0.356 -2.788 1.048
H 1.551 -1.357 -0.529
H -0.239 -0.020 2.455
H -0.209 1.595 1.782
H -1.610 0.549 1.515
H 0.119 0.504 -3.058
H -0.122 -1.089 -2.215

=====

Record 12
The following is a quantum chemistry calculation of C5H8O2 in the gas phase, from the Open Molecules 2025 dataset.

Summary:
- relative energy (zero: lowest compared OMol25 entry of this formula, charge and spin) (eV) = 2.4110
- SMILES string = C[C@@H]1[C@H](O)[C@@H]2O[C@H]12
- HOMO level (eV) = -9.8
- gap between HOMO and LUMO (eV) = 10.81
- E (Ha) = -345.716354

Element x y z (Å)
C 0.203 -1.457 0.961
C 0.402 -0.587 -0.250
C -0.725 -0.186 -1.190
O -1.629 0.648 -0.464
C -0.441 1.242 -1.016
C 0.638 0.935 0.048
O 0.357 1.443 1.318
H 0.135 -2.517 0.688
H -0.688 -1.157 1.524
H 1.088 -1.280 1.606
H 1.252 -0.954 -0.844
H -1.115 -0.714 -2.053
H -0.590 2.086 -1.682
H 1.713 1.127 -0.082
H -0.600 1.371 1.436

=====

Record 13
The following is a quantum chemistry calculation of C5H8O2 in the gas phase, from the Open Molecules 2025 dataset.

Summary:
- relative energy (zero: lowest compared OMol25 entry of this formula, charge and spin) (eV) = 0.9977
- SMILES string = C[C@@]1(O)CCC1=O
- HOMO level (eV) = -9.7
- gap between HOMO and LUMO (eV) = 10.66
- E (Ha) = -345.768292

Element x y z (Å)
C -1.502 -0.735 -0.070
C -0.472 0.391 -0.113
O -1.120 1.602 -0.368
C 0.568 0.288 1.056
C 1.521 -0.524 0.131
C 0.743 0.131 -0.999
O 1.056 0.663 -2.034
H -2.339 -0.420 0.562
H -1.892 -0.942 -1.071
H -1.083 -1.656 0.349
H -0.612 2.058 -1.056
H 0.980 1.274 1.289
H 0.224 -0.197 1.973
H 2.595 -0.332 0.162
H 1.333 -1.601 0.190

=====

Record 14
The following is a quantum chemistry calculation of C5H8O2 in the gas phase, from the Open Molecules 2025 dataset.

Summary:
- relative energy (zero: lowest compared OMol25 entry of this formula, charge and spin) (eV) = 4.3708
- SMILES string = C1CO[C@@H]2C[C@@H]2O1
- HOMO level (eV) = -8.9
- gap between HOMO and LUMO (eV) = 9.85
- E (Ha) = -345.644333

Element x y z (Å)
C 1.494 -0.721 -0.332
C 0.247 -0.656 -1.198
O -1.075 -0.876 -0.707
C -1.229 -0.380 0.623
C -0.832 1.025 0.831
O 0.302 1.489 0.107
C 0.946 0.606 -0.794
H 1.401 -0.961 0.721
H 2.424 -1.069 -0.781
H 0.344 -1.024 -2.222
H -0.736 -1.085 1.293
H -2.157 -0.187 1.297
H -1.579 1.798 0.684
H -1.111 0.848 2.015
H 1.524 1.174 -1.527

=====

Record 15
The following is a quantum chemistry calculation of a molecular structure, C5H8O2, from the Open Molecules 2025 dataset.

Summary:
- relative energy (zero: lowest compared OMol25 entry of this formula, charge and spin) (eV) = 2.4611
- HOMO level (eV) = -9.0
- gap between HOMO and LUMO (eV) = 9.76
- E (Ha) = -345.714513

Element x y z (Å)
C 1.788 -0.146 0.664
C 0.574 0.202 -0.132
C -0.110 -0.752 -1.074
C -0.861 -0.160 0.084
O -1.376 -0.870 1.151
C -1.144 1.303 -0.219
O 0.269 1.557 -0.457
H 2.667 -0.327 0.037
H 1.568 -1.060 1.226
H 2.015 0.651 1.377
H -0.342 -0.455 -2.095
H 0.189 -1.788 -0.936
H -1.983 -1.547 0.829
H -1.735 1.544 -1.110
H -1.517 1.848 0.655

=====

Record 16
The following is a quantum chemistry calculation of 2 unconnected molecules or ions with the total composition C5H8O2, from the Open Molecules 2025 dataset.

Summary:
- relative energy (zero: lowest compared OMol25 entry of this formula, charge and spin) (eV) = 4.0451
- SMILES string = C=C1[C@H]2O[C@H]2[C@H]1O.[H][H]
- HOMO level (eV) = -9.7
- gap between HOMO and LUMO (eV) = 10.76
- E (Ha) = -345.656301

Element x y z (Å)
C 0.489 -1.662 -0.982
C 0.008 -0.515 -0.531
C -1.232 -0.133 0.217
O -0.864 0.850 1.204
C -1.036 1.276 -0.142
C 0.318 0.973 -0.816
O 1.421 1.563 -0.198
H 0.020 -2.611 -0.739
H 1.371 -1.702 -1.615
H 1.122 -1.298 2.245
H 0.636 -0.758 2.403
H -2.139 -0.690 0.414
H -1.757 2.058 -0.328
H 0.370 1.197 -1.886
H 1.273 1.451 0.754

=====

Record 17
The following is a quantum chemistry calculation of C5H8O2 in the gas phase, from the Open Molecules 2025 dataset.

Summary:
- relative energy (zero: lowest compared OMol25 entry of this formula, charge and spin) (eV) = 4.8159
- HOMO level (eV) = -7.5
- gap between HOMO and LUMO (eV) = 8.37
- E (Ha) = -345.627978

Element x y z (Å)
C -1.394 -0.971 0.885
C 0.689 -0.066 0.378
C 1.152 1.305 0.720
C 0.771 -0.385 -1.117
C -0.673 -0.071 -1.349
O -1.440 -0.011 -2.248
O -1.009 0.201 0.048
H -1.042 -1.900 0.424
H -0.921 -0.908 1.873
H -2.470 -0.895 0.934
H 1.053 2.062 -0.076
H 0.664 1.684 1.627
H 2.215 1.178 0.960
H 1.461 0.222 -1.711
H 0.944 -1.446 -1.348